(1)
{"formula": "C4H8N3OP", "method": "the ωB97M-V functional and the def2-TZVPD basis", "elements": ["C", "C", "C", "C", "N", "N", "N", "O", "P", "H", "H", "H", "H", "H", "H", "H", "H"], "positions_angstrom": [[1.9169, 0.5263, -1.4880], [0.8602, 0.5853, -0.6577], [1.4995, -1.4509, -0.7630], [-2.6049, 1.7800, -0.4395], [2.2591, -0.7475, -1.5508], [0.6333, -0.6690, -0.2046], [-0.0150, -0.5491, 2.3708], [0.0022, -2.7327, 0.9523], [-0.4615, -1.3160, 0.9253], [2.4980, 1.1661, -2.1097], [0.2714, 1.5583, -0.4085], [1.3892, -2.5543, -0.7726], [-2.6814, 1.6537, -1.5606], [-3.6392, 2.0014, -0.2082], [-1.6713, 2.0814, 0.1143], [-0.8306, -0.1277, 2.8313], [0.5743, -1.2052, 2.9693]], "forces_ev_per_angstrom": [[-0.1, -0.1, -0.1], [-1.9, 5.1, 0.6], [2.1, -2.9, -2.8], [0.0, 0.3, -1.8], [2.4, -3.1, -1.1], [-3.1, 1.8, 1.8], [-0.2, -0.6, 0.5], [-1.1, -0.3, 0.3], [1.2, -0.5, 1.0], [-0.3, 1.0, 0.0], [1.0, -2.4, -0.1], [0.5, 1.1, 0.4], [1.3, -0.1, 1.3], [0.3, 0.1, 1.3], [-1.6, -0.4, -0.7], [0.8, -0.3, 0.2], [-1.3, 1.2, -0.9]], "gap_ev": [6.5, 8.4], "e_homo_ha": [-0.32911, -0.32987], "de_lowest_ev": 4.581, "total_charge": 0}

(2)
{"formula": "C4H8N3S", "method": "the ωB97M-V functional and the def2-TZVPD basis", "elements": ["C", "C", "C", "C", "N", "N", "N", "S", "H", "H", "H", "H", "H", "H", "H", "H"], "positions_angstrom": [[-0.8839, 0.3821, 0.1033], [0.4249, 0.7769, 0.0373], [-2.0849, 1.1683, 0.0622], [-1.4054, -0.9797, -0.0221], [0.9945, -1.4503, 0.1057], [2.6630, 0.0745, -0.2537], [1.3614, -0.2758, 0.0539], [-3.1746, -0.3174, -0.0933], [0.6603, 1.8408, 0.0379], [-2.0861, 1.9642, 0.8250], [-2.2541, 1.6116, -0.8100], [-0.8977, -1.6333, -0.7583], [-1.4415, -1.5186, 0.8538], [1.7441, -2.0615, -0.1910], [2.9548, 0.9593, 0.0245], [3.4251, -0.5412, 0.0249]], "forces_ev_per_angstrom": [[2.5, -0.6, -1.0], [-1.8, -0.3, 1.0], [-0.5, -0.4, 3.3], [-1.5, 0.6, -1.5], [0.1, -0.5, 0.2], [0.0, -1.5, -0.5], [1.7, 1.4, -0.9], [0.6, -0.1, 0.2], [0.8, -0.6, 0.0], [-0.8, -0.6, 0.2], [-0.1, 2.3, -3.8], [-0.9, 0.5, -0.1], [0.6, -1.3, 2.2], [0.5, -0.3, 0.3], [-0.3, 2.3, 0.4], [-0.8, -0.8, 0.0]], "gap_ev": 7.0, "e_homo_ha": -0.45909, "de_lowest_ev": 5.399, "total_charge": 1}

(3)
{"formula": "C4H8N3S", "method": "the ωB97M-V functional and the def2-TZVPD basis", "elements": ["C", "C", "C", "C", "N", "N", "N", "S", "H", "H", "H", "H", "H", "H", "H", "H"], "positions_angstrom": [[-0.7468, -1.1082, 0.2329], [-1.4739, -0.0581, 0.0799], [1.0602, 0.8031, 0.1534], [-2.9331, 0.1798, -0.0651], [1.1302, -0.5020, -0.0048], [2.1456, 1.5714, 0.0168], [2.3112, -1.1758, -0.0298], [-0.5586, 1.4794, 0.0967], [-0.5425, -2.0187, -0.1664], [-3.6449, -0.4334, 0.6468], [-3.1162, 1.2088, 0.3005], [-3.4369, 0.0346, -0.9852], [2.9913, 0.8952, -0.0604], [2.1184, 2.5609, 0.1041], [2.2381, -1.5498, -1.0096], [2.4580, -1.8874, 0.6902]], "forces_ev_per_angstrom": [[4.2, 1.6, -0.7], [0.0, 1.5, 0.0], [0.0, 0.2, -1.5], [-2.3, -0.1, 3.4], [-5.1, 0.4, 2.5], [0.9, -3.2, 0.3], [0.2, -0.4, -2.5], [0.2, -0.1, 0.3], [-0.4, -2.8, -0.3], [1.9, 0.8, -1.0], [-0.1, -0.4, -0.5], [0.4, 0.0, -1.4], [-1.2, 2.3, 0.2], [0.4, 0.5, 0.1], [1.3, -0.4, 1.5], [-0.4, 0.3, -0.3]], "gap_ev": 9.8, "e_homo_ha": -0.51161, "de_lowest_ev": 4.061, "total_charge": 1}

(4)
{"formula": "C4H8N3S", "method": "the ωB97M-V functional and the def2-TZVPD basis", "elements": ["C", "C", "C", "C", "N", "N", "N", "S", "H", "H", "H", "H", "H", "H", "H", "H"], "positions_angstrom": [[1.8041, -0.3293, 0.7712], [1.5154, -1.6524, 0.4756], [0.8825, 0.7781, 0.5282], [-1.1514, 1.1467, -0.6295], [-0.3343, 0.6186, 0.1828], [-2.5654, 1.0322, -0.1651], [0.3628, -2.1683, 0.2416], [-0.8657, 2.0904, -2.0274], [2.7939, -0.0729, 1.2051], [2.3193, -2.2655, 0.6836], [1.0838, 1.6769, 0.9958], [-3.3453, 1.1219, -0.7976], [-2.7537, 0.2256, 0.3099], [-0.5036, -1.5838, 0.0678], [0.2937, -3.0782, -0.1074], [0.4640, 2.4599, -1.7347]], "forces_ev_per_angstrom": [[-0.7, 2.8, -0.7], [0.5, 2.6, 1.3], [2.8, -4.1, 1.9], [-4.4, 0.0, 2.1], [-1.4, -0.8, -1.5], [3.0, 2.2, -2.9], [-3.3, 1.3, -1.2], [1.2, 0.7, -0.2], [-0.9, -0.3, -0.6], [1.4, -1.9, -0.1], [1.1, 2.3, 0.4], [0.3, 0.7, -0.7], [0.1, -2.5, 2.0], [1.8, -0.8, 0.4], [-0.1, -1.7, -0.2], [-1.4, -0.6, -0.2]], "gap_ev": 8.4, "e_homo_ha": -0.48373, "de_lowest_ev": 2.024, "total_charge": 1}

(5)
{"formula": "C4H8N3S", "method": "the ωB97M-V functional and the def2-TZVPD basis", "elements": ["C", "C", "N", "N", "C", "C", "S", "N", "H", "H", "H", "H", "H", "H", "H", "H"], "positions_angstrom": [[1.5565, -0.1228, -1.3717], [1.3220, -0.3676, 0.1046], [0.6412, -1.5959, 0.2296], [-0.5393, -1.5184, 0.4513], [-0.9957, -0.2208, 0.5009], [-2.3382, 0.2995, 0.8485], [-2.0663, 0.3001, -0.9308], [0.1774, 0.7154, 0.5862], [0.6534, -0.1318, -1.8261], [1.9685, -0.9923, -1.7685], [2.1219, 0.7248, -1.6903], [2.2776, -0.4042, 0.7185], [-3.0724, -0.4216, 1.2032], [-2.2832, 1.2012, 1.3814], [0.4688, 0.9301, 1.5166], [0.1078, 1.6041, 0.0465]], "forces_ev_per_angstrom": [[1.4, 0.1, 1.6], [1.0, 1.8, -0.6], [1.7, -1.3, 0.2], [-1.8, -1.5, 0.4], [-1.4, 3.1, -1.5], [0.3, -1.6, 0.1], [0.2, -0.2, 0.6], [1.7, -1.3, -0.3], [-3.1, 0.5, -1.5], [1.4, -1.5, -0.6], [0.5, 0.6, 0.3], [-1.5, 0.6, -0.3], [0.2, 0.1, 0.0], [-0.4, 1.3, 0.5], [-0.2, 0.4, 1.2], [0.0, -1.1, 0.1]], "smiles": "C[C@@H]1N=N[C@@]2(CS2)[NH2+]1", "gap_ev": 9.5, "e_homo_ha": -0.51768, "de_lowest_ev": 3.747, "total_charge": 1}

(6)
{"formula": "C4H8N3S", "method": "the ωB97M-V functional and the def2-TZVPD basis", "elements": ["C", "C", "C", "C", "N", "N", "N", "S", "H", "H", "H", "H", "H", "H", "H", "H"], "positions_angstrom": [[-1.2251, -0.0647, -0.5984], [1.3556, -0.1467, 0.1658], [-0.3615, -1.9844, 0.3510], [-0.8075, 0.9647, 0.3542], [-1.1761, -1.3222, -0.5683], [1.0587, -1.3959, 0.2135], [-0.8365, 2.2572, -0.0162], [2.9386, 0.5644, -0.0918], [-1.7592, 0.1923, -1.5708], [-0.5981, -1.8188, 1.3446], [-0.2005, -2.9524, -0.0004], [-0.7829, 0.6292, 1.4687], [1.6857, -2.1674, -0.1370], [-0.8241, 2.4546, -1.0275], [2.4294, 1.8145, -0.5418], [-0.8965, 2.9757, 0.6544]], "forces_ev_per_angstrom": [[-1.7, 0.5, -2.3], [-0.8, 0.7, 0.0], [1.8, 2.2, -1.3], [1.2, -0.6, 1.2], [0.0, -0.4, -0.1], [1.5, -1.0, -0.9], [0.1, -2.5, -0.9], [-1.8, 0.5, -0.5], [0.6, 0.9, 1.4], [-0.8, -0.4, 2.1], [-0.2, -1.9, 0.3], [-0.2, 1.2, -2.1], [-0.3, 1.2, 0.8], [-0.2, 0.2, 1.0], [0.5, -1.5, 0.8], [0.2, 0.9, 0.6]], "gap_ev": [8.2, 8.2], "e_homo_ha": [-0.47536, -0.47533], "de_lowest_ev": 3.988, "total_charge": 1}

(7)
{"formula": "C4H8N3S", "method": "the ωB97M-V functional and the def2-TZVPD basis", "elements": ["C", "C", "C", "C", "N", "N", "N", "S", "H", "H", "H", "H", "H", "H", "H", "H"], "positions_angstrom": [[2.4970, 0.2349, 0.2275], [2.2181, 1.0529, -0.9826], [-4.2040, -1.5885, -0.4690], [0.3101, 0.7517, 0.6715], [-3.1831, -1.0709, 0.0311], [-2.2682, -0.5060, 0.4432], [1.4358, 0.3038, 1.1484], [0.4408, 1.3038, -0.9499], [2.5997, -0.7614, -0.1590], [3.4769, 0.4775, 0.8036], [2.4818, 2.2165, -0.8818], [2.3868, 0.4529, -1.9435], [-4.0905, -2.2667, -1.3113], [-5.1201, -1.4976, 0.0721], [-0.6149, 0.8276, 1.1842], [1.6337, 0.0694, 2.1154]], "forces_ev_per_angstrom": [[3.9, -0.4, 0.5], [-0.2, 2.9, -1.1], [-1.6, -1.7, -0.9], [1.0, 0.3, -1.3], [-0.9, -0.5, -0.8], [3.9, 2.3, 1.9], [-1.5, 0.5, 1.1], [-1.8, -0.6, 0.8], [0.1, -0.9, 0.3], [-1.5, -0.2, -1.3], [0.7, -2.9, -0.8], [0.5, 1.6, 1.3], [-0.4, 0.0, -0.3], [-1.1, 0.0, 0.0], [-0.6, -0.1, 0.7], [-0.6, -0.1, -0.1]], "multiplicity": 3, "gap_ev": [5.4, 9.1], "e_homo_ha": [-0.34726, -0.50930], "de_lowest_ev": 2.692, "total_charge": 1}

(8)
{"formula": "C4H8N4", "method": "the ωB97M-V functional and the def2-TZVPD basis", "elements": ["C", "C", "C", "C", "H", "H", "H", "H", "H", "H", "H", "H", "N", "N", "N", "N"], "positions_angstrom": [[1.9638, -0.9704, 0.0685], [-0.3281, -0.7493, 0.2760], [-2.7236, -0.0140, -0.3632], [-2.7761, 1.1705, 0.0497], [4.0947, 0.5707, 0.8890], [3.8533, 1.1609, -1.1876], [2.5619, -1.6315, 0.8016], [-0.4574, 0.3381, 1.1052], [-1.8544, -1.8616, -0.4217], [-3.5365, -0.4894, -0.8865], [-3.6447, 1.8216, 0.2530], [-1.9293, 1.8714, 0.4676], [3.4226, 0.9585, -0.2016], [2.3114, 0.2240, -0.4057], [0.7098, -1.4632, -0.1697], [-1.6672, -0.9362, -0.2745]], "forces_ev_per_angstrom": [[2.7, 2.6, 1.4], [-0.6, 2.1, -0.7], [0.8, -5.1, -1.0], [1.1, 7.9, 3.4], [-1.7, 1.2, -4.7], [-0.3, -0.7, 2.9], [-0.2, 1.2, -1.2], [1.3, -3.4, -2.7], [-0.7, -2.5, -1.1], [-0.5, -0.1, 0.3], [-0.1, -1.0, -1.2], [-1.0, -2.2, -0.8], [2.3, -1.2, 2.4], [-1.9, -2.9, 0.1], [-4.4, 2.2, 1.3], [3.4, 2.0, 1.4]], "gap_ev": 8.7, "e_homo_ha": -0.29100, "de_lowest_ev": 6.448, "total_charge": 0}

(9)
{"formula": "C4H8N4", "method": "the ωB97M-V functional and the def2-TZVPD basis", "elements": ["H", "N", "C", "C", "N", "N", "H", "N", "C", "C", "H", "H", "H", "H", "H", "H"], "positions_angstrom": [[2.6088, -0.0244, -0.0277], [1.9004, -0.7290, 0.0529], [0.7113, -0.4367, -0.1233], [-0.2979, -1.4825, -0.2104], [-1.3076, -0.9282, -1.0747], [-0.5216, -2.6901, 0.2205], [0.2356, -2.8680, 1.0011], [0.2853, 0.8341, -0.4999], [-0.7685, 1.3944, 0.5819], [0.6613, 1.8619, 0.5389], [-0.8370, -0.2360, -1.6390], [-1.7056, -1.7926, -1.5408], [-1.2722, 0.4396, 1.1862], [-1.6380, 2.1341, 0.1889], [0.6489, 2.8926, -0.1059], [1.2968, 1.6308, 1.4515]], "forces_ev_per_angstrom": [[0.0, 0.8, 0.0], [1.7, -2.0, 0.7], [0.9, 0.2, 0.4], [-3.8, -1.5, -1.1], [0.3, -3.2, 0.0], [3.2, 1.9, 2.1], [-1.6, 0.1, -2.0], [-1.2, 2.7, 2.9], [-2.0, -1.4, -1.3], [-1.5, 1.6, -1.3], [-0.8, -0.1, -0.9], [0.3, 1.9, 0.3], [1.9, 3.0, -1.1], [2.3, -2.0, 0.7], [0.8, -2.3, 2.4], [-0.4, 0.5, -1.7]], "smiles": "[H]/N=C(/C(N)=N\\[H])N1CC1", "gap_ev": 10.0, "e_homo_ha": -0.34360, "de_lowest_ev": 3.908, "total_charge": 0}

(10)
{"formula": "C4H8N4", "method": "the ωB97M-V functional and the def2-TZVPD basis", "elements": ["C", "C", "N", "N", "C", "C", "N", "N", "H", "H", "H", "H", "H", "H", "H", "H"], "positions_angstrom": [[-1.1464, 0.2219, -2.4923], [-0.4746, 0.0206, -1.2206], [-1.0779, -0.7961, -0.3701], [-0.4165, -1.0448, 0.7231], [0.1218, -0.0937, 1.3873], [1.1212, -0.0046, 2.5528], [0.8029, 0.7918, 0.5281], [0.7644, 0.5915, -0.8898], [-1.7318, -0.7724, -2.4816], [-1.8026, 1.0887, -2.8139], [-0.5316, 0.2420, -3.3644], [0.8356, -1.2616, 2.6818], [2.1611, 0.2710, 2.1316], [0.6423, 0.8272, 3.2690], [0.6928, 1.8389, 0.5864], [1.4922, 0.1044, -1.3105]], "forces_ev_per_angstrom": [[-2.4, -1.4, -1.7], [-1.0, -0.7, 1.7], [0.3, 2.4, -3.8], [-0.2, -2.0, 5.2], [4.4, 1.4, -3.1], [-3.0, -2.9, 1.2], [-0.4, 4.5, -3.1], [-2.8, 0.7, 0.7], [0.3, 1.8, -0.8], [0.4, -0.7, 1.6], [1.2, -0.5, -0.4], [1.8, 3.3, 1.5], [-2.0, -0.9, 1.2], [1.5, -2.4, -0.8], [0.0, -1.5, 0.8], [2.0, -1.1, -0.2]], "smiles": "CC1=NN=C(C)NN1", "gap_ev": 8.7, "e_homo_ha": -0.30113, "de_lowest_ev": 6.023, "total_charge": 0}

E values, unit eV, following the record order: -20080.8505 -19571.8553 -19573.1932 -19575.2302 -19573.5080 -19573.2667 -19571.3821 -10231.7941 -10234.3340 -10232.2195.